<a>
{"formula": "C19H38O2", "method": "ωB97M-V/def2-TZVPD", "symbols": ["C", "C", "C", "C", "C", "C", "C", "C", "C", "C", "C", "C", "C", "C", "C", "C", "O", "O", "C", "C", "C", "H", "H", "H", "H", "H", "H", "H", "H", "H", "H", "H", "H", "H", "H", "H", "H", "H", "H", "H", "H", "H", "H", "H", "H", "H", "H", "H", "H", "H", "H", "H", "H", "H", "H", "H", "H", "H", "H"], "positions_angstrom": [[7.1150, -2.2111, -1.9895], [7.2226, -0.9000, -1.2204], [6.1911, -0.8124, -0.0979], [6.2930, 0.5063, 0.6650], [5.3759, 0.5774, 1.8871], [3.8818, 0.4657, 1.5782], [3.3725, 1.5832, 0.6695], [1.8468, 1.6456, 0.5847], [1.2348, 0.4352, -0.1178], [-0.2887, 0.5150, -0.2297], [-0.7693, 1.5857, -1.2075], [-2.2774, 1.5297, -1.4544], [-3.0963, 1.9352, -0.2298], [-4.5830, 2.1219, -0.5347], [-5.2711, 0.8386, -1.0175], [-5.1559, -0.2406, 0.0349], [-5.7520, -0.2459, 1.0808], [-4.2988, -1.1901, -0.3433], [-4.0684, -2.2824, 0.5627], [-3.5637, -3.4506, -0.2713], [-3.0689, -1.8678, 1.6374], [6.1289, -2.3107, -2.4384], [7.2741, -3.0572, -1.3243], [7.8585, -2.2535, -2.7822], [7.0781, -0.0631, -1.9080], [8.2259, -0.8093, -0.7976], [5.1935, -0.9148, -0.5284], [6.3422, -1.6433, 0.5957], [7.3239, 0.6340, 1.0063], [6.0716, 1.3343, -0.0106], [5.5580, 1.5253, 2.4004], [5.6479, -0.2264, 2.5763], [3.3359, 0.5072, 2.5245], [3.6782, -0.5049, 1.1257], [3.7381, 2.5388, 1.0545], [3.7755, 1.4546, -0.3366], [1.5715, 2.5513, 0.0413], [1.4312, 1.7241, 1.5924], [1.4921, -0.4673, 0.4400], [1.6657, 0.3421, -1.1179], [-0.6641, -0.4534, -0.5716], [-0.7056, 0.7059, 0.7609], [-0.2532, 1.4437, -2.1606], [-0.5072, 2.5768, -0.8330], [-2.5222, 2.2056, -2.2782], [-2.5478, 0.5170, -1.7576], [-2.7061, 2.8790, 0.1599], [-2.9857, 1.1842, 0.5533], [-5.0894, 2.4622, 0.3709], [-4.7044, 2.8913, -1.3006], [-4.8262, 0.4850, -1.9457], [-6.3309, 1.0435, -1.1770], [-5.0275, -2.5306, 1.0362], [-4.2851, -3.7011, -1.0446], [-2.6225, -3.1862, -0.7466], [-3.4101, -4.3180, 0.3638], [-2.1301, -1.5657, 1.1789], [-2.8850, -2.7012, 2.3094], [-3.4683, -1.0369, 2.2142]], "smiles": "CCCCCCCCCCCCCCCC(=O)OC(C)C", "total_charge": 0, "gap_ev": 11.08, "e_lumo_ev": 0.9}


<b>
{"formula": "C19H38O2", "method": "ωB97M-V/def2-TZVPD", "symbols": ["C", "C", "C", "C", "C", "C", "C", "C", "C", "C", "C", "C", "C", "C", "H", "H", "C", "C", "O", "O", "C", "C", "H", "H", "H", "C", "H", "H", "H", "H", "H", "H", "H", "H", "H", "H", "H", "H", "H", "H", "H", "H", "H", "H", "H", "H", "H", "H", "H", "H", "H", "H", "H", "H", "H", "H", "H", "H", "H"], "positions_angstrom": [[-8.7295, -2.4410, -0.8176], [-8.6083, -1.4980, 0.2840], [-7.1908, -1.0016, 0.6932], [-6.5642, -0.2625, -0.3340], [-5.2392, 0.0685, 0.0588], [-4.5843, 1.0105, -0.7698], [-3.3186, 1.5776, -0.1271], [-2.1581, 0.6914, -0.1523], [-0.8865, 1.3538, 0.3223], [0.3074, 0.2542, 0.6530], [1.4787, 1.1016, 1.2857], [2.1175, 2.0623, 0.3037], [2.6614, 1.3147, -1.1025], [3.6306, 0.4047, -0.9661], [3.1386, -0.5701, -0.6634], [3.7575, 0.0174, -1.9134], [4.9678, 0.4626, -0.2533], [5.9459, -0.4720, -0.5334], [6.0994, -1.0202, -1.6505], [6.8852, -0.3936, 0.4590], [7.9695, -1.3565, 0.0900], [8.9698, -0.6175, -0.5400], [8.6760, -0.3836, -1.6250], [9.3705, 0.2649, -0.0709], [9.9268, -1.2210, -1.0461], [8.6151, -1.6575, 1.5642], [8.8965, -0.9594, 2.0577], [9.3862, -2.2300, 1.4743], [7.6577, -2.1466, 2.2899], [7.6670, -2.2937, -0.2415], [4.8331, 0.8025, 0.7261], [5.2918, 1.5574, -0.7882], [3.1347, 2.3802, -1.4868], [1.7275, 1.0926, -1.5797], [1.5170, 2.7528, 0.2964], [3.1448, 2.5273, 0.9797], [2.2699, 0.1009, 1.2995], [1.2816, 1.3789, 2.4938], [-0.1266, -0.4151, 1.3688], [0.3916, -0.0771, -0.1798], [-0.9316, 1.8146, 1.4973], [-0.6532, 2.1098, -0.1101], [-2.0547, 0.0536, -0.9119], [-2.5157, -0.1673, 0.7693], [-2.9623, 2.4864, -1.0993], [-3.2804, 2.1890, 0.6162], [-5.1072, 1.8009, -1.0931], [-4.1802, 0.3439, -1.6648], [-4.6324, -0.5323, 0.3677], [-5.5432, 0.8987, 1.1712], [-6.4398, -0.7507, -1.2737], [-7.2130, 0.6807, -0.6041], [-7.2285, -0.4743, 1.5595], [-6.6996, -2.0790, 1.0130], [-9.1450, -2.0381, 1.2477], [-9.2855, -0.4915, 0.2490], [-8.3990, -2.0254, -1.8600], [-9.8798, -2.7466, -1.0663], [-8.1602, -3.2321, -0.6663]], "total_charge": 0, "gap_ev": 10.29, "e_lumo_ev": 0.7}


What is the stability order? It is <a>, <b>, from most stable to least stable.